# C3HF2N

A molecular structure, C3HF2N in a non-equilibrium geometry (ωB97M-V/def2-TZVPD, the Open Molecules 2025 dataset).

Structure (XYZ):
```
7
Properties=species:S:1:pos:R:3:lowdin_charge:R:1
C 0.681 -0.404 0.506 -0.11
C 0.643 0.219 -0.675 -0.11
C -1.208 0.267 0.018 -0.22
N -0.682 -0.344 0.974 0.08
F 1.501 0.477 -1.631 0.09
F -2.396 0.647 -0.280 0.16
H 1.461 -0.862 1.088 0.10
```

Output
E, a.u.: -369.22838
HOMO level, eV: -9.334
Relative energy (zero: lowest compared OMol25 entry of this formula, charge and spin), kJ/mol: 357.4
Kohn-Sham gap, eV: 9.86
Net charge: 0